Entry 1:
# C27H27F9O27

A cluster of 9 separate species, C27H27F9O27 in total in a non-equilibrium geometry (ωB97M-V with the def2-TZVPD basis set, OMol25).

Total charge: 0
SMILES string: O=C1OC[C@@H](F)O1.O=C1OC[C@@H](F)O1.O=C1OC[C@@H](F)O1.O=C1OC[C@@H](F)O1.O=C1OC[C@@H](F)O1.O=C1OC[C@@H](F)O1.O=C1OC[C@@H](F)O1.O=C1OC[C@@H](F)O1.O=C1OC[C@@H](F)O1
ΔE to the lowest compared entry with this formula, charge and spin: 165.2 kcal/mol
HOMO energy: -11.12 eV
Frontier orbital gap: 10.92 eV

XYZ file:
```
90
Properties=species:S:1:pos:R:3:forces:R:3
O 9.5281 2.8460 -21.1898 2.67 0.48 -0.11
C 10.7292 2.9921 -21.2998 -4.16 -3.27 -1.41
O 11.4966 3.8906 -20.8283 -1.12 3.68 2.19
C 12.6455 3.8377 -21.5475 4.35 0.55 1.28
C 12.8373 2.3506 -21.5785 0.38 0.11 -2.18
F 13.0795 1.6226 -20.4239 -0.13 1.20 -0.85
O 11.5455 2.1330 -22.0497 -1.36 -1.89 0.52
H 12.5817 4.2654 -22.5481 -0.27 -0.33 -0.13
H 13.4769 4.3473 -21.0604 -0.34 0.25 0.44
H 13.5670 2.1287 -22.3572 -0.04 -0.79 0.25
O 9.5044 15.1920 -10.3486 -1.32 1.83 0.47
C 8.6062 15.9252 -10.0304 -0.63 -1.59 -0.15
O 7.3140 15.8220 -10.4985 1.03 -1.92 -0.48
C 6.4009 16.6149 -9.7955 0.84 2.21 -1.65
C 7.3102 17.2214 -8.7226 -1.88 -0.27 -1.18
F 6.9546 16.5165 -7.6350 0.42 -0.10 2.01
O 8.6153 16.9161 -9.0839 0.30 0.16 -0.11
H 6.1075 17.3625 -10.5325 -0.15 0.45 0.12
H 5.4486 16.1934 -9.4735 0.67 -0.80 0.42
H 7.0962 18.2853 -8.6201 0.72 -0.01 0.55
O 3.7577 8.4208 -22.4632 2.18 0.94 0.69
C 4.7071 8.8710 -21.8598 -2.89 -1.75 -0.02
O 4.6828 9.0062 -20.5026 -2.54 -0.91 -0.14
C 5.8386 9.5245 -20.0346 3.15 1.72 -0.92
C 6.4099 10.1342 -21.3512 -0.42 0.74 0.95
F 7.7276 10.1511 -21.4581 1.39 -0.43 0.19
O 5.8900 9.2599 -22.3061 0.07 0.20 -1.34
H 5.7328 10.3048 -19.2809 -0.33 -0.32 0.10
H 6.5815 8.7762 -19.7581 -0.18 -0.26 0.48
H 6.0980 11.1571 -21.5624 -0.44 0.06 0.02
O 9.7847 1.6729 -13.8730 -0.12 -0.74 0.91
C 9.2937 1.8871 -12.8035 -0.15 -1.92 -1.87
O 9.1523 3.0667 -12.3313 0.46 3.28 1.60
C 8.2831 3.0403 -11.2287 -0.45 1.76 1.12
C 8.2695 1.5929 -10.7179 0.59 2.52 -2.86
F 6.9998 1.3683 -10.4647 -1.88 -1.58 0.52
O 8.6894 0.9827 -11.9710 0.29 -1.36 1.30
H 8.3969 3.8049 -10.4603 1.71 -0.12 0.19
H 7.3557 3.4992 -11.5714 -0.85 -1.41 -0.42
H 8.8472 1.3727 -9.8202 0.42 -0.41 -0.48
O 11.3644 17.0624 -16.7964 1.31 -1.56 -0.78
C 12.2183 16.4946 -17.4374 -1.19 2.62 1.29
O 12.1109 16.1234 -18.6944 -0.61 -0.48 -1.39
C 13.3430 15.5619 -19.1541 -0.57 -1.30 0.55
C 14.2935 16.0773 -18.1136 0.73 -1.19 -1.36
F 14.8400 17.1926 -18.6402 0.74 1.38 0.25
O 13.5143 16.3470 -17.0249 -0.10 0.00 0.88
H 13.2745 14.4792 -19.0482 -0.13 -0.15 -0.16
H 13.5776 15.7874 -20.1944 -0.16 0.47 0.32
H 15.0960 15.3712 -17.9001 0.00 0.19 0.42
O 13.6800 2.8574 -9.0686 1.80 2.91 0.16
C 13.9589 4.0195 -8.7716 -4.89 -3.15 -3.16
O 14.3567 4.4099 -7.6411 2.36 0.74 3.30
C 14.3053 5.8197 -7.4655 -1.09 -0.06 0.78
C 13.4802 6.2864 -8.6601 1.98 -0.86 -0.79
F 14.2244 7.1453 -9.3661 1.12 1.42 -1.10
O 13.4136 5.0992 -9.4994 -0.31 0.67 1.51
H 13.7429 6.0398 -6.5581 0.07 -0.35 0.17
H 15.2945 6.2554 -7.3250 -0.02 -0.05 -0.63
H 12.6387 6.9283 -8.3992 -1.04 -1.26 -0.23
O 17.4517 8.4488 -15.8592 -0.65 0.96 0.02
C 17.3435 7.2745 -15.8639 -3.14 1.48 2.01
O 16.2566 6.5545 -15.3723 0.82 0.36 -0.79
C 16.6036 5.1805 -15.4560 -0.05 -0.68 0.35
C 17.9347 5.1411 -16.2781 -2.76 0.36 3.36
F 17.5883 4.8144 -17.4879 0.02 -0.53 -3.15
O 18.2822 6.5062 -16.2255 4.30 -3.57 -1.60
H 16.6302 4.7474 -14.4561 0.54 0.23 0.17
H 15.8623 4.5675 -15.9686 -0.18 0.45 -0.35
H 18.5657 4.3481 -15.8767 1.06 0.93 -0.02
O 12.1358 9.1086 -18.5230 -0.88 -0.26 4.55
C 11.8311 9.1067 -17.3183 1.15 2.11 -3.26
O 12.2091 10.0739 -16.4025 1.63 0.03 -1.97
C 11.6688 9.8343 -15.1440 0.84 1.85 0.79
C 10.7332 8.7724 -15.4031 -0.90 -2.57 0.88
F 9.4835 9.2163 -15.3447 -1.99 0.64 -0.24
O 10.9844 8.3034 -16.6996 -0.37 -1.22 0.07
H 12.3597 9.5858 -14.3384 0.63 -0.13 -0.50
H 11.1726 10.7490 -14.8196 -0.24 -0.08 0.00
H 10.7858 7.9630 -14.6751 0.14 -0.36 -0.33
O 16.1259 15.7293 -9.1995 2.40 -2.53 -2.52
C 16.7145 14.8741 -9.8604 -0.26 2.22 0.97
O 16.3349 13.5963 -9.9492 -1.27 0.94 0.19
C 17.3507 12.8095 -10.4974 0.12 0.03 -0.68
C 18.1539 13.7890 -11.3722 0.53 0.48 2.51
F 17.7481 13.9358 -12.6222 -1.37 0.13 -1.27
O 17.9344 15.0366 -10.6316 -1.36 -1.19 0.30
H 17.8624 12.4745 -9.5952 0.81 -0.54 -0.65
H 16.9053 12.0168 -11.0985 0.13 -0.09 0.22
H 19.1939 13.4913 -11.5059 0.28 0.54 0.92
```
Positions in Å, forces in eV/Å.

=====

Entry 2:
# C27H27MgN4O3

A structure of composition C27H27MgN4O3 in a non-equilibrium geometry (ωB97M-V with the def2-TZVPD basis set, OMol25).

Total charge: +1
HOMO energy: -10.07 eV
Frontier orbital gap: 6.69 eV

XYZ file:
```
62
Properties=species:S:1:pos:R:3:forces:R:3
Mg -9.5942 7.7128 12.7817 1.53 -0.89 0.52
C -12.2832 6.4974 13.1285 0.75 -0.84 -0.67
N -11.0197 5.7731 12.7594 0.06 -0.58 0.76
C -10.9735 5.1193 11.3715 -0.55 0.21 1.31
C -10.1877 5.9256 10.3700 1.14 -0.91 -2.08
C -10.2576 5.6182 8.9467 0.13 2.53 1.06
C -9.3884 6.3485 8.0818 -0.32 -0.83 1.09
C -8.3409 7.0967 8.6602 0.18 -0.43 -0.55
C -8.2690 7.1884 10.0361 -0.47 -0.06 0.11
N -9.2105 6.6881 10.8681 -0.01 0.01 -0.63
C -10.6320 4.7913 13.8862 0.29 0.26 -0.30
C -9.1469 4.8990 14.1871 0.24 -1.31 -0.56
C -8.1754 3.9802 13.8776 -1.54 0.12 -0.72
C -6.7975 4.3986 13.7651 0.68 0.86 0.57
C -6.4278 5.6960 13.9936 0.31 -3.09 -0.56
C -6.8924 7.4171 15.5126 -0.88 1.05 1.18
N -8.7895 6.1586 14.6084 0.92 1.45 -0.32
C -12.4387 7.6790 12.2066 -0.61 0.35 -0.92
C -13.7161 7.9209 11.6419 1.14 -1.11 1.37
C -13.8618 8.8357 10.6578 -0.28 1.21 -1.43
C -12.7142 9.5607 10.2549 -0.31 0.05 0.19
C -11.5125 9.3635 10.9227 -0.94 -1.02 0.60
N -11.3444 8.4010 11.8696 -1.86 0.03 -0.24
H -12.2128 6.8391 14.1607 0.26 0.00 0.08
H -13.1441 5.8055 13.0925 0.08 0.46 -0.20
H -11.9590 4.8198 10.9641 0.15 0.44 0.40
H -10.4396 4.1619 11.4937 0.01 0.41 0.05
H -11.1489 5.1196 8.5640 0.50 -0.25 0.04
H -9.4941 6.2662 6.9932 0.06 0.02 0.53
H -7.5245 7.5502 8.0627 -0.84 -0.31 0.33
H -7.4321 7.6765 10.5188 -0.09 0.15 0.15
H -10.8776 3.7818 13.5864 -0.14 -0.30 0.00
H -11.1905 5.0284 14.8037 -0.12 0.08 -0.48
H -8.4389 2.9339 13.5991 0.01 1.09 -0.01
H -6.0792 3.6174 13.4982 -0.02 0.43 0.34
H -5.3592 5.9123 14.1412 -0.65 0.29 -0.53
H -6.7835 8.4910 15.2803 0.88 -0.60 0.27
H -14.5261 7.3061 12.0130 -0.12 0.10 -0.17
H -14.8678 8.9788 10.1821 1.24 0.01 0.40
H -12.7776 10.2897 9.4483 0.06 -0.13 0.29
H -10.6384 9.9428 10.7618 0.52 0.53 -0.53
C -5.7286 5.1562 19.2341 1.16 0.39 1.11
O -6.1441 4.8707 17.9241 -0.42 -0.76 -0.87
C -7.0738 5.6450 17.3377 -2.58 -0.70 -1.65
C -8.4183 5.1920 17.2501 2.58 -0.25 -0.02
C -9.4578 6.0851 16.8943 -0.57 0.23 -1.49
C -9.4577 6.7907 15.6855 0.74 -2.34 1.93
C -10.0042 8.0743 15.6211 -1.05 1.83 -2.84
C -10.5502 8.7197 16.8315 -0.56 -0.53 -0.07
O -10.0354 8.7220 14.5164 -0.32 -1.08 1.50
C -7.4456 6.7194 14.2828 -0.89 1.94 -0.46
O -7.6502 7.6549 13.2570 0.24 -0.80 0.36
C -6.6502 6.9252 16.7501 0.73 0.35 0.35
H -5.9342 4.3098 19.9408 0.07 0.66 -0.81
H -6.2435 6.0576 19.5801 0.14 -0.13 0.25
H -4.6214 5.3563 19.2023 -1.05 -0.23 0.22
H -8.6625 4.1431 17.4240 0.20 0.31 0.95
H -10.3550 6.0959 17.5044 0.14 0.19 0.37
H -10.1491 9.7114 16.8004 0.38 0.62 0.66
H -10.3101 8.1046 17.6939 0.05 0.74 0.30
H -11.6377 8.8419 16.7596 0.14 -0.13 -0.17
H -5.9621 7.4669 17.4233 -0.56 0.20 -0.37
```
Positions in Å, forces in eV/Å.